[1]
77
Properties=species:S:1:pos:R:3 method="wB97M-V/def2-TZVPD" charge=+1 relative_energy_kj_mol=177.93 multiplicity=1 gap_ev=6.35
Sc 0.38 0.58 -0.20
S 0.31 -1.66 0.77
C 2.01 -2.08 0.53
C 2.37 -3.36 0.94
C 3.67 -3.82 0.81
C 4.65 -2.99 0.29
C 4.31 -1.72 -0.13
C 3.00 -1.25 -0.04
S 2.71 0.33 -0.76
H 1.60 -3.98 1.36
H 3.91 -4.83 1.11
H 5.67 -3.32 0.19
H 5.04 -1.05 -0.55
C -2.69 -2.72 -6.29
C -2.21 -1.42 -6.30
C -1.64 -0.87 -5.17
C -1.54 -1.63 -4.01
C -2.04 -2.93 -3.99
C -2.60 -3.48 -5.13
As -0.62 -1.08 -2.33
C 1.00 -2.00 -2.90
C 1.31 -3.34 -2.69
C 2.45 -3.88 -3.28
C 3.26 -3.09 -4.07
C 2.97 -1.75 -4.27
C 1.84 -1.19 -3.69
C 1.45 0.21 -3.75
C 2.13 1.24 -4.39
C 1.70 2.55 -4.24
C 0.61 2.86 -3.45
C -0.12 1.84 -2.83
C 0.28 0.52 -3.02
H -3.14 -3.14 -7.17
H -2.27 -0.84 -7.21
H -1.26 0.14 -5.19
H -1.96 -3.51 -3.07
H -2.97 -4.50 -5.11
H 0.67 -3.94 -2.06
H 2.69 -4.91 -3.11
H 4.14 -3.51 -4.53
H 3.62 -1.14 -4.88
H 2.98 1.02 -5.01
H 2.22 3.35 -4.76
H 0.29 3.89 -3.34
H -1.06 2.07 -2.31
C 1.44 2.10 7.26
C 2.53 2.39 6.45
C 2.51 2.09 5.10
C 1.38 1.50 4.54
C 0.29 1.19 5.35
C 0.32 1.50 6.70
As 1.39 0.81 2.67
C -0.03 2.00 1.94
C -1.38 2.01 2.29
C -2.18 3.06 1.89
C -1.68 4.07 1.08
C -0.35 4.05 0.68
C 0.51 3.05 1.14
C 1.98 3.07 1.07
C 2.75 3.99 0.37
C 4.13 3.93 0.46
C 4.75 2.93 1.19
C 3.99 1.99 1.87
C 2.61 2.07 1.84
H 1.47 2.31 8.31
H 3.41 2.85 6.87
H 3.37 2.32 4.48
H -0.58 0.70 4.93
H -0.54 1.27 7.32
H -1.78 1.23 2.93
H -3.20 3.11 2.23
H -2.31 4.89 0.78
H 0.04 4.86 0.08
H 2.28 4.75 -0.23
H 4.72 4.67 -0.06
H 5.83 2.87 1.22
H 4.46 1.18 2.42

---

[2]
87
Properties=species:S:1:pos:R:3 method="wB97M-V/def2-TZVPD" charge=-2 relative_energy_kj_mol=107.69 multiplicity=1 gap_ev=5.35
Cd 0.36 -0.21 -0.33
N -2.73 0.17 3.31
C -1.34 -0.25 3.12
N -1.11 -0.96 1.92
C -2.07 -1.70 1.43
N -1.85 -2.62 0.46
N -0.71 -2.49 -0.17
C -0.23 -3.52 -0.78
C 1.01 -3.40 -1.52
C 1.62 -4.53 -2.09
C 2.84 -4.39 -2.72
C 3.42 -3.13 -2.80
C 2.74 -2.06 -2.25
N 1.57 -2.19 -1.63
C -3.44 -1.67 1.97
C -4.44 -2.54 1.56
C -5.73 -2.44 2.08
C -6.01 -1.46 3.01
C -5.03 -0.58 3.44
C -3.73 -0.69 2.94
H -2.90 0.77 4.10
H -1.03 -0.88 3.97
H -0.70 -4.50 -0.70
H 1.14 -5.50 -2.01
H 3.33 -5.26 -3.14
H 4.38 -2.99 -3.28
H 3.13 -1.05 -2.29
H -4.19 -3.29 0.82
H -6.50 -3.12 1.75
H -7.01 -1.37 3.42
H -5.25 0.18 4.18
Cl 6.26 1.51 3.28
C 5.11 1.29 2.00
C 5.48 1.53 0.69
Cl 7.09 2.06 0.32
C 4.54 1.32 -0.33
Cl 5.00 1.60 -1.98
C 3.22 0.89 -0.09
O 2.40 0.68 -1.05
C 2.83 0.68 1.30
O 1.58 0.30 1.53
C 3.80 0.86 2.28
Cl 3.44 0.44 3.93
S -1.47 4.43 -1.61
C -0.44 4.94 -0.31
C -0.28 6.20 0.24
C 0.67 6.36 1.24
C 1.45 5.28 1.67
C 1.28 4.02 1.12
C 0.32 3.84 0.14
N 0.04 2.65 -0.50
C -0.82 2.77 -1.44
C -1.25 1.70 -2.35
C -1.94 2.04 -3.52
C -2.32 1.06 -4.42
C -2.00 -0.26 -4.14
C -1.32 -0.59 -2.98
C -0.92 0.37 -2.04
H -0.87 7.04 -0.11
H 0.81 7.34 1.68
H 2.20 5.44 2.43
H 1.89 3.19 1.43
H -2.15 3.08 -3.74
H -2.84 1.32 -5.33
H -2.29 -1.04 -4.84
H -1.08 -1.63 -2.79
C -3.40 4.74 7.77
C -2.73 3.93 6.69
C -2.07 2.75 6.98
C -1.41 2.02 5.99
C -0.73 0.73 6.39
C -1.39 2.48 4.66
Te -0.08 1.53 3.17
C -2.09 3.67 4.36
C -2.15 4.23 2.96
C -2.74 4.37 5.37
H -3.34 4.23 8.73
H -4.46 4.91 7.54
H -2.93 5.72 7.87
H -2.06 2.39 8.00
H -0.55 0.71 7.47
H 0.21 0.62 5.86
H -1.36 -0.13 6.14
H -1.93 3.46 2.23
H -1.41 5.02 2.83
H -3.14 4.64 2.76
H -3.25 5.29 5.12

---

[3]
89
Properties=species:S:1:pos:R:3 method="wB97M-V/def2-TZVPD" s_squared=2.04 relative_energy_kj_mol=291.23 multiplicity=3 gap_ev="2.67 / 2.68"
V 2.10 -1.09 -1.39
Cl 2.92 -0.84 -3.87
C 2.65 -2.58 -3.71
C 2.17 -3.00 -2.44
C 1.86 -4.37 -2.33
Cl 1.57 -5.09 -0.79
C 1.82 -5.23 -3.48
Cl 1.29 -6.89 -3.37
C 2.27 -4.76 -4.74
Cl 2.16 -5.74 -6.16
C 2.74 -3.43 -4.84
Cl 3.37 -2.80 -6.30
N 0.23 -0.98 -1.57
S -1.18 -0.81 -1.22
N -1.60 0.52 -0.41
S -1.19 0.97 1.09
N 0.21 0.80 1.83
S 1.71 0.89 1.16
N 2.05 -0.23 0.20
C 2.79 0.66 2.55
C 3.03 1.70 3.48
C 4.17 1.63 4.32
C 5.05 0.55 4.23
C 4.69 -0.55 3.47
C 3.55 -0.53 2.66
C 2.00 2.34 0.15
C 1.74 2.24 -1.23
C 1.96 3.31 -2.08
C 2.26 4.57 -1.56
C 2.48 4.71 -0.19
C 2.39 3.59 0.65
C -2.34 0.27 2.16
C -1.98 -0.35 3.33
C -2.97 -0.57 4.29
C -4.30 -0.32 3.94
C -4.67 0.24 2.72
C -3.68 0.52 1.80
C -1.45 2.69 1.13
C -1.31 3.29 2.38
C -1.70 4.59 2.53
C -2.23 5.31 1.44
C -2.25 4.74 0.18
C -1.84 3.43 0.03
C -2.22 -0.76 -2.62
C -3.05 0.35 -2.91
C -3.91 0.27 -4.02
C -3.79 -0.77 -4.93
C -2.95 -1.85 -4.67
C -2.15 -1.84 -3.53
C -1.75 -2.22 -0.33
C -3.09 -2.65 -0.49
C -3.62 -3.62 0.34
C -2.80 -4.25 1.27
C -1.47 -3.82 1.43
C -0.94 -2.79 0.65
H 2.34 2.58 3.55
H 4.37 2.44 5.02
H 6.02 0.52 4.73
H 5.44 -1.35 3.41
H 3.26 -1.39 2.07
H 1.44 1.29 -1.67
H 1.86 3.18 -3.17
H 2.29 5.46 -2.20
H 2.72 5.67 0.31
H 2.68 3.67 1.70
H -0.93 -0.62 3.53
H -2.66 -1.00 5.26
H -5.12 -0.61 4.63
H -5.73 0.38 2.52
H -3.93 1.00 0.84
H -0.96 2.69 3.23
H -1.65 5.07 3.51
H -2.53 6.35 1.58
H -2.51 5.39 -0.68
H -1.87 2.96 -0.99
H -3.05 1.25 -2.29
H -4.58 1.09 -4.20
H -4.38 -0.69 -5.86
H -2.94 -2.71 -5.37
H -1.46 -2.66 -3.38
H -3.78 -2.14 -1.17
H -4.69 -3.92 0.29
H -3.13 -5.09 1.88
H -0.85 -4.36 2.17
H 0.12 -2.51 0.79
S 4.47 -1.53 -1.04
S 7.06 -0.81 1.46
S 6.36 0.78 0.59
S 5.54 0.15 -1.29

---

[4]
88
Properties=species:S:1:pos:R:3 method="wB97M-V/def2-TZVPD" charge=+1 relative_energy_kj_mol=198.55 multiplicity=1 gap_ev="4.97 / 4.96"
Pd 1.22 0.20 0.80
O 1.18 0.14 4.84
S 0.84 0.20 3.45
O 0.92 -1.04 2.64
N 1.75 1.15 2.57
C 2.48 2.27 2.98
C 2.20 2.93 4.15
C 2.97 4.03 4.57
C 4.02 4.48 3.84
C 4.36 3.82 2.64
C 5.46 4.22 1.84
C 5.75 3.53 0.71
C 4.95 2.43 0.36
N 3.90 2.04 1.05
C 3.59 2.71 2.18
C -0.80 0.87 3.39
C -1.16 1.85 2.47
C -2.45 2.36 2.50
C -3.36 1.91 3.44
C -2.99 0.94 4.36
C -1.71 0.42 4.35
H 1.37 2.60 4.76
H 2.70 4.53 5.50
H 4.62 5.32 4.17
H 6.06 5.06 2.17
H 6.59 3.80 0.08
H 5.18 1.85 -0.53
H -0.44 2.21 1.75
H -2.73 3.13 1.79
H -4.36 2.32 3.46
H -3.70 0.60 5.11
H -1.39 -0.31 5.08
C -4.01 -5.58 -2.21
C -4.62 -4.18 -2.18
C -6.03 -4.15 -1.61
C -6.04 -4.62 -0.16
C -5.03 -3.83 0.64
C -5.13 -3.76 2.02
C -4.24 -2.98 2.75
F -4.36 -2.95 4.08
C -3.26 -2.24 2.14
C -3.14 -2.31 0.76
C -2.10 -1.50 0.09
O -1.59 -0.53 0.62
C -1.80 -1.94 -1.26
C -2.67 -2.75 -1.93
N -3.77 -3.27 -1.37
C -3.99 -3.13 0.01
C -0.52 -1.54 -1.84
O -0.58 -1.36 -3.19
O 0.51 -1.33 -1.24
H -4.65 -6.26 -2.77
H -3.86 -5.97 -1.21
H -3.03 -5.56 -2.71
H -4.64 -3.77 -3.19
H -6.68 -4.77 -2.23
H -6.40 -3.12 -1.65
H -5.82 -5.69 -0.10
H -7.03 -4.48 0.27
H -5.91 -4.30 2.54
H -2.57 -1.62 2.71
H -2.50 -3.02 -2.97
O 1.08 1.18 -0.92
C 2.01 1.07 -1.94
C 1.23 0.75 -3.22
C 0.71 1.59 -4.13
C 0.14 0.94 -5.32
C 0.21 -0.39 -5.30
S 0.93 -0.92 -3.78
C 2.64 2.45 -2.15
C 3.59 2.90 -3.03
C 3.83 4.29 -2.91
C 3.04 4.87 -1.96
S 2.01 3.74 -1.20
C 3.11 0.01 -1.82
C 3.94 -0.36 -2.85
C 4.87 -1.37 -2.49
C 4.73 -1.75 -1.19
S 3.50 -0.86 -0.40
H 0.79 2.66 -4.02
H -0.27 1.49 -6.15
H -0.13 -1.12 -6.02
H 4.11 2.27 -3.73
H 4.55 4.83 -3.50
H 3.02 5.91 -1.66
H 3.90 0.08 -3.84
H 5.60 -1.80 -3.16
H 5.31 -2.46 -0.63

---

[5]
89
Properties=species:S:1:pos:R:3 method="wB97M-V/def2-TZVPD" charge=+1 s_squared=0.76 relative_energy_kj_mol=96.23 multiplicity=2 gap_ev="6.67 / 4.71"
Ir 0.30 0.35 -0.15
Se -1.92 7.58 -0.97
N -1.92 6.45 0.40
C -1.43 5.32 -0.03
C -1.27 4.14 0.81
C -1.58 4.11 2.17
C -1.36 2.95 2.89
C -0.84 1.83 2.24
N -0.56 1.86 0.94
C -0.75 3.00 0.22
C -0.36 2.96 -1.17
N 0.14 1.79 -1.62
C 0.53 1.68 -2.88
C 0.43 2.75 -3.76
C -0.07 3.95 -3.33
C -0.49 4.07 -2.00
C -1.04 5.28 -1.42
N -1.23 6.39 -2.09
H -1.98 4.99 2.65
H -1.57 2.88 3.95
H -0.63 0.91 2.76
H 0.95 0.73 -3.17
H 0.77 2.62 -4.78
H -0.16 4.81 -3.98
O 2.78 -1.94 -0.51
S 1.67 -2.24 -1.36
O 0.62 -2.98 -0.30
O 0.83 -0.91 -1.60
C -0.63 -3.38 -0.73
C -0.81 -4.75 -0.90
C -2.04 -5.26 -1.23
C -3.13 -4.41 -1.40
C -2.96 -3.05 -1.23
C -1.71 -2.51 -0.89
P -1.74 -0.70 -0.70
C -3.07 -0.38 0.48
C -4.33 0.10 0.11
C -5.32 0.24 1.07
C -5.07 -0.11 2.39
C -3.83 -0.61 2.75
C -2.83 -0.75 1.80
C -2.24 -0.07 -2.32
C -2.79 1.21 -2.43
C -3.07 1.74 -3.68
C -2.78 1.02 -4.82
C -2.22 -0.25 -4.72
C -1.95 -0.79 -3.48
H 0.05 -5.39 -0.75
H -2.16 -6.33 -1.36
H -4.10 -4.80 -1.66
H -3.81 -2.39 -1.35
H -4.55 0.35 -0.92
H -6.29 0.61 0.78
H -5.85 -0.01 3.13
H -3.64 -0.91 3.78
H -1.88 -1.18 2.08
H -3.02 1.78 -1.54
H -3.51 2.73 -3.75
H -3.00 1.44 -5.80
H -1.99 -0.81 -5.62
H -1.51 -1.78 -3.41
N 0.44 -0.84 1.46
C 0.71 -1.39 2.46
N 0.97 -2.05 3.49
C 0.66 -1.64 4.71
N 0.38 -1.31 5.78
C 7.65 3.15 2.80
C 6.44 2.76 2.00
C 6.55 1.89 0.92
C 5.44 1.51 0.17
C 5.59 0.55 -0.98
C 4.20 2.02 0.54
C 4.05 2.88 1.63
C 2.70 3.41 2.03
C 5.18 3.25 2.33
C 3.00 1.64 -0.27
O 2.87 1.86 -1.45
O 2.09 0.90 0.42
H 8.57 2.84 2.31
H 7.62 2.69 3.79
H 7.69 4.23 2.95
H 7.52 1.50 0.65
H 6.64 0.32 -1.15
H 5.18 0.97 -1.90
H 5.06 -0.38 -0.78
H 2.20 3.91 1.19
H 2.79 4.13 2.84
H 2.05 2.60 2.36
H 5.08 3.94 3.17